C36H102AsF9N10O16 | ωB97M-V/def2-TZVPD

ORCA input file:
```
! RIJCOSX wB97M-V def2-TZVPD def2/J DEFGRID3
* xyz 4 1
C 6.50796 2.66114 4.28697
C 6.08924 1.33052 3.64864
C 6.98089 1.00591 2.43024
O 6.83795 2.03969 1.50326
C 7.08051 1.65716 0.14730
N 6.23331 0.22710 4.66408
H 6.09838 -0.68316 4.21992
H 7.18918 0.21777 5.02698
H 5.55030 0.29611 5.41371
H 5.99379 2.83379 5.23771
H 6.24201 3.54074 3.70651
H 7.57667 2.62368 4.50301
H 5.04101 1.43885 3.36849
H 6.52801 0.13408 1.94014
H 8.00695 0.83437 2.76953
H 6.16855 1.13269 -0.15090
H 7.99810 1.12123 -0.08197
H 7.07319 2.63499 -0.33362
C 0.20661 -5.99649 -3.34131
C 0.07586 -4.91536 -2.29083
C 0.55828 -5.38663 -0.92101
O 1.96477 -5.57682 -0.97873
C 2.66626 -6.13742 0.10418
N 0.98228 -3.79921 -2.82974
H 0.64049 -3.48652 -3.73845
H 1.14130 -3.00923 -2.19756
H 1.83130 -4.32234 -3.03586
H 1.17269 -6.51157 -3.32854
H 0.19452 -5.71362 -4.39549
H -0.57018 -6.73649 -3.15169
H -0.90379 -4.43854 -2.31100
H 0.00533 -6.28799 -0.64004
H 0.26203 -4.73627 -0.08859
H 2.70921 -5.41625 0.93045
H 3.66141 -6.32879 -0.29306
H 2.23883 -7.05673 0.50973
C 1.85570 3.27684 -3.36540
C 0.99730 2.02084 -3.59716
C 0.08915 2.10567 -4.82931
O -0.69568 0.94879 -4.84469
C -1.69436 0.95167 -5.85267
N 1.89194 0.78053 -3.71248
H 2.63541 1.05248 -4.35196
H 2.25666 0.31111 -2.86465
H 1.33013 0.09129 -4.22233
H 2.34078 3.15219 -2.39411
H 1.22124 4.15839 -3.40284
H 2.68308 3.34117 -4.07424
H 0.29676 1.75684 -2.80566
H 0.74382 2.03594 -5.70719
H -0.48102 3.03270 -4.73038
H -1.37573 1.27906 -6.84340
H -2.57997 1.53420 -5.58280
H -2.04863 -0.07542 -5.93728
C -0.48825 5.99476 3.28796
C 0.23400 5.65474 1.98692
C 1.67037 5.18834 2.00678
O 2.04954 5.11248 0.66788
C 3.39158 4.75170 0.42227
N -0.58876 4.63237 1.18637
H -0.13079 4.21832 0.36342
H -0.95176 3.94996 1.84730
H -1.45639 5.04517 0.84019
H -0.35170 5.13998 3.95966
H -1.56039 6.17518 3.23986
H 0.01851 6.84963 3.73256
H 0.19326 6.54059 1.35161
H 1.78092 4.22377 2.52027
H 2.18684 5.95219 2.59835
H 3.59095 3.82565 0.96994
H 4.08592 5.52581 0.75636
H 3.55662 4.56088 -0.63540
C -6.46884 4.81945 -2.57761
C -6.54725 3.66080 -1.57686
C -6.10674 2.35250 -2.13274
O -6.36339 1.23149 -1.33671
C -6.07988 -0.02242 -1.95395
N -5.87240 3.96984 -0.22209
H -4.87267 4.07075 -0.41004
H -6.31733 4.72223 0.29514
H -6.03140 3.13330 0.33734
H -6.62964 4.60513 -3.63194
H -5.42217 5.14283 -2.63401
H -7.01266 5.71179 -2.27186
H -7.54343 3.48730 -1.15840
H -5.04234 2.27771 -2.40245
H -6.51541 2.23081 -3.14290
H -6.61980 -0.18244 -2.89039
H -6.36969 -0.84777 -1.30788
H -5.01509 -0.06350 -2.19446
C 4.90026 -3.70947 -1.11080
C 5.61783 -2.40088 -1.28474
C 7.17111 -2.46493 -1.13504
O 7.73792 -1.13926 -1.23039
C 9.12303 -1.23550 -1.52997
N 5.33361 -1.70687 -2.59059
H 5.79021 -0.79374 -2.58990
H 5.75850 -2.24036 -3.34940
H 4.32945 -1.54589 -2.73029
H 3.82115 -3.60878 -1.25573
H 4.91135 -4.12617 -0.10331
H 5.25149 -4.50021 -1.77607
H 5.12935 -1.73101 -0.57646
H 7.70048 -3.17012 -1.78473
H 7.50677 -2.91735 -0.19584
H 9.63391 -1.85134 -0.78228
H 9.64673 -0.28217 -1.48554
H 9.34257 -1.71435 -2.48648
C -1.57377 -2.54096 2.32348
C -1.60599 -2.04319 3.74686
C -1.45387 -3.23641 4.70248
O -1.57958 -2.90233 6.06236
C -2.86545 -2.56871 6.54761
N -0.44551 -1.08326 4.03228
H -0.18866 -1.13152 5.02346
H 0.44371 -1.37145 3.61952
H -0.61131 -0.11312 3.78180
H -0.71166 -3.13218 2.01041
H -1.74599 -1.80220 1.54092
H -2.41835 -3.23021 2.23822
H -2.50772 -1.51461 4.05242
H -0.46685 -3.66870 4.52094
H -2.18698 -4.01552 4.48216
H -3.35275 -1.79163 5.95447
H -2.72469 -2.27274 7.58642
H -3.53466 -3.42656 6.65564
C -8.30131 0.03496 3.70400
C -6.75978 0.03226 3.74428
C -6.07293 0.00522 2.34266
O -4.68585 -0.26705 2.53455
C -3.85706 0.00300 1.35458
N -6.29939 1.33328 4.41469
H -5.27974 1.31482 4.39382
H -6.54035 2.20897 3.95091
H -6.69778 1.43852 5.34833
H -8.73663 0.16076 4.69465
H -8.73981 -0.83499 3.21641
H -8.67259 0.83799 3.06133
H -6.38569 -0.82970 4.29369
H -6.19278 0.95889 1.82090
H -6.45726 -0.84079 1.76947
H -3.84195 -0.89192 0.73129
H -2.87333 0.16449 1.79317
H -4.12197 0.79946 0.65532
N -0.25649 -2.22270 -5.64612
O 0.84746 -1.64515 -5.41369
O -0.68154 -2.32215 -6.78566
O -0.94487 -2.59769 -4.66222
N -2.00991 4.17827 -2.19503
O -2.23102 4.73414 -3.29178
O -3.02260 3.70980 -1.60698
O -0.87135 4.20198 -1.70621
As -3.99038 -4.39340 -0.42148
F -5.24805 -3.32976 -1.08710
F -5.26439 -5.50376 0.09509
F -2.86106 -5.50045 0.33228
F -2.67682 -3.32088 -0.90667
F -4.15494 -3.58512 1.15548
F -3.93061 -5.13561 -1.99307
C 1.52448 -0.74272 -0.39598
O 0.33025 -0.03516 -0.83224
O 2.23904 -1.23607 -1.48900
C 2.26178 0.16091 0.60849
F 3.16201 -0.58766 1.30818
F 2.98760 1.09110 -0.01419
F 1.45664 0.78362 1.49749
C -0.64349 -0.75307 -1.61395
C -1.91773 0.12351 -1.69670
H -2.53599 0.17244 -0.78983
H -1.54377 1.11280 -1.95974
H -2.50863 -0.25686 -2.52894
H -0.85274 -1.76101 -1.23883
H -0.37399 -0.94807 -2.65655
H 1.15152 -1.62166 0.15261
*
```

Calculated values
HOMO energy ... -14.21 eV

Löwdin atomic charge list, values in e, 8 entries: C -0.0203; C -0.3081; C -0.2025; O -0.1772; C -0.0511; N 0.2345; H 0.1735; H 0.1832

---

C2H10N2S2 | ωB97M-V/def2-TZVPD

ORCA input file:
```
! RIJCOSX wB97M-V def2-TZVPD def2/J DEFGRID3
* xyz -1 2
C 1.51379 -1.65332 0.95489
S 0.36883 -2.97496 1.47100
S -1.03542 -3.35258 0.05712
H 2.49188 -2.13120 1.02816
H 1.40257 -0.77471 1.59569
H 1.38270 -1.30833 -0.07961
H -2.21990 -2.75977 0.32413
N -0.00975 2.36096 0.24268
C -0.81413 1.29199 -0.36229
N -0.50768 1.12376 -1.76207
H 0.25150 3.06656 -0.43278
H -0.28271 2.64884 1.16808
H -0.69079 0.35052 0.17928
H -1.89135 1.48041 -0.26121
H -0.33360 1.99862 -2.23986
H 0.37405 0.63321 -1.88320
*
```

Calculated values
Relative energy (zero: lowest compared OMol25 entry of this formula, charge and spin) ... 27.06 kcal/mol
HOMO energy (spin up / spin down) ... 0.63 / -4.45 eV

Löwdin atomic charge list, values in e, 8 entries: C -0.5483; S 0.0416; S -0.1788; H -0.0051; H 0.0026; H 0.0089; H -0.3014; N -0.0187

---

C4HBr2ClS | ωB97M-V/def2-TZVPD

ORCA input file:
```
! RIJCOSX wB97M-V def2-TZVPD def2/J DEFGRID3
* xyz 0 1
C 0.30039 -0.06424 0.00439
C 0.85008 -1.25212 0.04718
C 3.02936 -0.66033 0.05049
C 2.87767 0.63601 0.04770
S 1.28177 1.38749 0.02773
Cl 0.46464 -2.85240 0.07714
Br 4.37070 -1.89142 -0.03300
Br 4.27646 1.94812 0.01498
H -0.75485 0.14928 -0.01540
*
```

Calculated values
Relative energy (zero: lowest compared OMol25 entry of this formula, charge and spin) ... 0.00 kcal/mol
HOMO energy ... -8.70 eV

Löwdin atomic charge list, values in e, 8 entries: C -0.5034; C -0.6838; C -0.7558; C -1.1379; S 0.8731; Cl 0.7138; Br 0.7568; Br 0.6678

---

| no. | strongest force on any atom (eV/A) |
| --- | --- |
| 1 | 3.84 |
| 2 | 2.98 |
| 3 | 4.63 |